1.
An isolated molecule of C26H30N4O. Source: the OMol25 dataset; level of theory: the ωB97M-V functional and the def2-TZVPD basis.

Energy above the lowest of the compared OMol25 structures with the same formula, charge and spin, kcal/mol: 52.34
Frontier orbital gap, eV: 8.667
SMILES: Cc1ccc(-n2cc(CNC[C@@H]3CC(=O)N(C4CC4)C3)c(-c3cccc(C)c3)n2)cc1
Electronic energy, eV: -35456.85341
Lowest unoccupied orbital energy, eV: 0.7

Last column: Mulliken charge in e.
Geometry (Å):
C -0.46324 -7.08580 -0.04683  -1.42
C -0.53236 -5.59846 -0.21105  0.88
C -1.74674 -4.92926 -0.09814  -0.91
C -1.82429 -3.56301 -0.26870  -0.62
C -0.67676 -2.82852 -0.55850  1.37
C 0.54447 -3.48468 -0.66878  -0.19
C 0.60507 -4.85505 -0.49663  -1.25
H 1.55997 -5.35271 -0.58346  0.33
H 1.45271 -2.94280 -0.87896  0.31
N -0.78972 -1.44544 -0.72138  0.78
C 0.14910 -0.56822 -1.15270  -0.71
C -0.41965 0.68465 -1.14420  0.35
C -1.74536 0.46368 -0.68459  0.14
N -1.93288 -0.82346 -0.43730  -1.20
C -2.81537 1.42822 -0.46771  0.46
C -3.71661 1.21974 0.57451  -0.61
C -4.74901 2.10898 0.81980  0.87
C -4.87818 3.22735 0.00212  -0.50
C -4.00006 3.43628 -1.04530  -0.78
C -2.97164 2.54301 -1.28625  -0.65
H -2.31103 2.69553 -2.12610  0.56
H -4.12064 4.29996 -1.68377  0.40
H -5.67784 3.93143 0.18431  0.43
C -5.70593 1.88781 1.95258  -1.49
H -5.51517 2.60568 2.75079  0.30
H -6.73316 2.02608 1.61959  0.37
H -5.59956 0.88565 2.35964  0.35
H -3.59199 0.34204 1.19064  0.39
C 0.26175 1.97843 -1.45173  -1.48
N 1.61658 1.93607 -0.93651  0.31
H 2.09735 1.13776 -1.33667  -0.03
C 2.40026 3.12989 -1.15960  -1.34
C 3.77272 2.99647 -0.48665  0.20
H 4.30546 3.94357 -0.59453  0.43
C 4.56896 1.82066 -1.05323  -0.85
C 4.13608 0.63973 -0.18798  0.37
O 4.21350 -0.53178 -0.49270  -0.67
N 3.66369 1.14851 0.96733  0.34
C 3.08691 0.42825 2.05219  -0.25
C 2.37021 -0.86349 1.81887  -0.58
C 1.58518 0.36644 2.14887  -0.28
H 1.12786 0.44888 3.12292  0.30
H 1.02836 0.83102 1.34946  0.03
H 2.33696 -1.23830 0.81101  0.03
H 2.47419 -1.63450 2.56692  0.28
H 3.65054 0.53979 2.97563  0.33
C 3.62108 2.59677 0.98719  -0.89
H 2.67279 2.93466 1.40913  0.40
H 4.44406 2.99207 1.59675  0.46
H 4.38524 1.62942 -2.10956  0.36
H 5.64277 1.96559 -0.91795  0.35
H 2.54318 3.35953 -2.23275  0.34
H 1.85974 3.97194 -0.71295  0.47
H 0.23118 2.17621 -2.54272  0.39
H -0.26460 2.79853 -0.95117  0.56
H 1.13124 -0.88275 -1.43924  0.61
H -2.76187 -3.03804 -0.18154  0.43
H -2.64334 -5.48915 0.12547  0.37
H -1.12080 -7.41658 0.75437  0.37
H -0.78318 -7.57790 -0.96596  0.28
H 0.55184 -7.40641 0.17373  0.35


2.
A structure of composition C26H30N7O10S2Sn at a distorted geometry. Source: the OMol25 dataset; level of theory: the ωB97M-V functional and the def2-TZVPD basis.

Energy above the lowest of the compared OMol25 structures with the same formula, charge and spin, kcal/mol: 29.15
Frontier orbital gap, eV: 7.447
Charge: -1
Electronic energy, eV: -85859.20921
Lowest unoccupied orbital energy, eV: 2.2

Last column: Mulliken charge in e.
Geometry (Å):
Sn 0.27854 0.09434 -0.24921  2.90
C -0.60536 -5.64296 0.14239  -0.99
N 0.08604 -4.64616 -0.63911  0.13
C 1.38134 -5.03856 -1.15511  -1.20
C -0.18886 -3.31686 -0.57511  1.03
O 0.58864 -2.50396 -1.02781  -0.64
C -1.50596 -2.96116 0.11269  -1.26
O -1.89586 -1.61826 0.06959  -0.12
C -2.82536 -1.21296 -0.90621  -1.27
C -2.19926 -0.81726 -2.24431  0.80
O -0.99226 -0.87036 -2.41471  -0.65
N -3.03936 -0.47986 -3.24351  0.10
C -2.42576 0.15094 -4.40341  -0.84
C -4.41806 -0.11086 -3.00991  -0.86
H -0.23276 -6.62306 -0.15131  0.38
H -1.67916 -5.61846 -0.04241  0.28
H -0.42736 -5.50206 1.21399  0.30
H 1.26554 -5.87506 -1.84781  0.37
H 2.05154 -5.32696 -0.34011  0.37
H 1.79774 -4.18046 -1.68051  0.35
H -1.32816 -3.17166 1.17489  0.36
H -2.31026 -3.60566 -0.26851  0.49
H -3.25956 -0.28376 -0.51671  0.46
H -3.59896 -1.98586 -1.04951  0.48
H -1.50946 -0.38496 -4.64011  0.27
H -2.17976 1.19374 -4.17911  0.25
H -3.11476 0.09854 -5.24571  0.38
H -4.90906 -0.83356 -2.35741  0.27
H -4.93646 -0.09696 -3.97161  0.32
H -4.46396 0.88464 -2.55551  0.28
O 0.86494 2.22974 0.93449  -0.68
S -0.50356 2.59954 1.31969  1.64
O -0.56896 2.97214 2.72049  -0.65
O -1.48506 1.58684 0.96459  -0.73
C -0.91996 4.09284 0.43279  -0.27
C -0.68056 5.30454 1.05569  -0.62
C -1.06826 6.48694 0.44699  -0.62
C -1.71156 6.45324 -0.78271  -0.57
C -1.92866 5.23694 -1.40861  -0.61
C -1.52696 4.05984 -0.79831  -0.52
S -1.69536 2.54214 -1.73371  1.96
O -1.86676 2.98664 -3.10851  -0.91
O -0.40146 1.87404 -1.54891  -1.02
O -2.86186 1.80264 -1.29081  -0.66
H -0.21016 5.28524 2.02479  0.51
H -0.87416 7.43344 0.92969  0.38
H -2.03286 7.37464 -1.25151  0.38
H -2.41286 5.15594 -2.36991  0.51
C 3.73794 -3.24696 1.40839  -1.23
C 2.71044 -2.19886 1.81969  0.84
O 1.52414 -2.46706 1.80189  -0.52
N 3.26774 -1.05396 2.26469  -0.08
C 2.64184 0.24114 2.52549  -0.60
C 1.32914 0.24934 3.26019  0.50
C 1.23574 0.78534 4.53979  -0.77
C -0.01146 0.88874 5.12859  -0.50
C -1.11676 0.41574 4.44439  -0.83
C -0.92506 -0.10806 3.17649  -0.28
N 0.26094 -0.17586 2.60419  0.40
H 3.57624 -3.47976 0.35759  0.19
H 3.56754 -4.15466 1.98629  0.28
H 4.76524 -2.92246 1.54319  0.37
H 4.25104 -0.94896 2.05859  0.27
H 2.45404 0.76584 1.57699  0.12
H 3.36894 0.81544 3.10899  0.37
H 2.11794 1.15074 5.04459  0.40
H -0.12106 1.33964 6.10489  0.38
H -2.10626 0.47954 4.87039  0.46
H -1.74556 -0.47886 2.57629  0.28
N 2.51014 0.41294 -1.13071  -0.97
C 3.53564 0.85854 -1.46531  0.65
C 4.78164 1.29164 -1.82671  -0.09
C 4.99344 2.07414 -2.95941  0.06
N 5.20904 2.71154 -3.89491  -0.53
C 5.87734 0.93224 -1.04981  0.13
N 6.79074 0.63114 -0.40961  -0.56


3.
A structure of composition C26H31AuN7O6S. Source: the OMol25 dataset; level of theory: the ωB97M-V functional and the def2-TZVPD basis.

Energy above the lowest of the compared OMol25 structures with the same formula, charge and spin, kcal/mol: 0.00
Spin multiplicity: 3
Frontier orbital gap (alpha / beta), eV: 8.105 / 4.717
Charge: +1
Electronic energy, eV: -64695.83660
Lowest unoccupied orbital energy (alpha / beta), eV: -3.4 / -7.1

Last column: Mulliken charge in e.
Geometry (Å):
Au 2.20435 1.84401 1.66318  1.44
C -2.92588 -2.52072 2.24204  -1.54
C -3.27045 -1.15013 2.84759  1.99
C -4.49812 -0.55711 2.14258  -1.64
C -3.58905 -1.33133 4.33080  -2.24
C -2.07313 -0.23840 2.63445  0.19
C -1.31216 0.27666 3.67230  -0.27
C -0.17238 1.00363 3.39039  -0.87
N 0.21174 1.27357 2.14705  -0.49
C -0.52450 0.81893 1.11504  -0.01
C -1.65825 0.07059 1.33638  0.74
C -0.01583 1.14118 -0.24409  -0.77
C -0.72264 0.87991 -1.40112  0.21
C -0.19963 1.20631 -2.65428  0.45
C 1.06624 1.78425 -2.67239  -0.29
C 1.71999 2.03168 -1.48081  -1.05
N 1.19248 1.72632 -0.29864  -0.90
C -1.02954 0.97973 -3.91029  1.80
C -1.54007 -0.46620 -3.95504  -1.46
C -0.22140 1.25380 -5.17820  -2.08
C -2.22701 1.94229 -3.85594  -1.72
H -3.75290 -3.21164 2.40903  0.49
H -2.02901 -2.93604 2.70510  0.33
H -2.75604 -2.46197 1.16583  0.33
H -5.35465 -1.21551 2.29008  0.47
H -4.34563 -0.45415 1.06725  0.29
H -4.75011 0.42424 2.54832  0.39
H -4.45452 -1.98572 4.43297  0.42
H -3.83413 -0.38246 4.81230  0.46
H -2.76101 -1.79653 4.86803  0.44
H -1.55468 0.07792 4.70446  0.53
H 0.47337 1.35986 4.18083  0.35
H -2.21654 -0.31440 0.49615  0.36
H -1.70324 0.43283 -1.33636  0.75
H 1.55438 2.05212 -3.59743  0.52
H 2.69748 2.49657 -1.47468  0.49
H -0.71857 -1.17758 -4.02182  0.27
H -2.16427 -0.60103 -4.83878  0.51
H -2.14877 -0.72315 -3.08655  0.31
H 0.65471 0.60523 -5.24633  0.38
H 0.10464 2.29371 -5.23763  0.43
H -0.84670 1.05951 -6.04934  0.43
H -2.85853 1.75559 -2.98574  0.31
H -2.83981 1.80838 -4.74796  0.47
H -1.89706 2.98204 -3.82263  0.39
S 3.42101 4.07086 6.10489  0.02
C 3.06375 3.32545 4.70118  0.41
N 2.80848 2.79270 3.69796  -0.54
N 5.17168 1.18084 1.84990  -0.69
N 4.27983 2.00790 1.06261  -0.32
H 4.63307 0.33630 2.06597  0.46
H 5.30781 1.66141 2.73329  0.26
H 4.39545 1.69770 0.09915  0.21
H 4.64274 2.95658 1.08807  0.32
O 1.13380 -1.75749 2.80374  -0.68
C 1.96151 -1.28605 2.03362  0.07
O 2.88250 -0.43912 2.30111  -0.66
C 1.84957 -1.64689 0.55622  0.47
C 0.81565 -2.45518 0.10176  -0.87
C 0.67616 -2.66106 -1.25928  -0.03
C 1.50612 -2.07837 -2.19835  -0.50
C 2.50127 -1.25547 -1.71113  -0.23
C 2.70413 -1.05763 -0.36067  -0.39
N 3.31677 -0.48257 -2.66345  1.22
O 4.09760 0.33034 -2.19991  -0.64
O 3.09927 -0.63396 -3.84382  -0.62
N -0.44626 -3.49135 -1.74687  1.19
O -1.20966 -3.93700 -0.91769  -0.63
O -0.54194 -3.64893 -2.94512  -0.62
H 0.13341 -2.90458 0.80968  0.68
H 1.37291 -2.24946 -3.25475  0.66
H 3.51021 -0.43172 -0.01423  0.84